Entry 1:
C17H25F3IrN6O8 | ωB97M-V with the def2-TZVPD basis set

Summary:
2S+1 ... 2
Total energy ... -54334.242 eV
Largest force on an atom ... 1.10 eV/A
HOMO level (spin up / spin down) ... -16.0 / -16.0 eV
Relative energy (zero: lowest compared OMol25 entry of this formula, charge and spin) ... 162.7 kJ/mol
LUMO energy (spin up / spin down) ... -7.625 / -9.162 eV
Net charge ... +2
Orbital gap (spin up / spin down) ... 8.3288 / 6.8359 eV

Each line ends with the natural charge from an NBO analysis.
Positions of all 60 atoms, in Å:
Ir (-0.60, 0.77, 1.47)  1.3999
N (1.10, -0.05, 3.06)  -0.7021
C (2.42, 0.19, 2.45)  -0.1817
C (3.40, -0.98, 2.61)  -0.4133
C (3.04, -2.34, 1.98)  -0.4255
C (3.52, -2.55, 0.53)  -0.2344
N (2.46, -2.56, -0.48)  -0.5631
C (1.81, -3.65, -0.89)  0.6795
N (2.04, -4.84, -0.34)  -0.7689
N (0.92, -3.55, -1.88)  -0.7625
C (2.19, 0.65, 1.01)  0.7774
O (2.92, 0.40, 0.10)  -0.5436
O (1.15, 1.47, 0.90)  -0.6673
H (0.99, 0.43, 3.94)  0.4118
H (0.87, -1.03, 3.17)  0.4200
H (2.85, 1.06, 2.95)  0.2583
H (3.56, -1.11, 3.68)  0.2370
H (4.35, -0.63, 2.20)  0.2532
H (1.97, -2.56, 2.04)  0.2061
H (3.53, -3.09, 2.61)  0.2420
H (4.07, -3.49, 0.45)  0.2100
H (4.22, -1.78, 0.23)  0.2533
H (2.24, -1.69, -0.95)  0.4382
H (2.74, -4.97, 0.38)  0.4242
H (1.57, -5.66, -0.67)  0.4284
H (0.64, -2.65, -2.22)  0.4477
H (0.40, -4.36, -2.18)  0.4209
C (-4.25, 1.98, -1.30)  -0.6267
C (-3.38, 3.22, -1.38)  -0.3684
C (-1.87, 2.92, -1.61)  -0.2741
C (-1.05, 4.23, -1.70)  -0.3583
C (0.43, 4.01, -1.96)  -0.6325
C (-1.72, 2.15, -2.92)  0.7220
O (-2.05, 2.61, -3.97)  -0.4923
N (-1.19, 0.84, -2.87)  -0.6476
C (-0.76, 0.17, -1.77)  0.8304
O (-0.28, -0.94, -1.77)  -0.6389
N (-0.92, 0.87, -0.57)  -0.6441
C (-1.37, 2.10, -0.49)  0.7705
O (-1.34, 2.50, 0.74)  -0.5396
H (-5.28, 2.26, -1.10)  0.2541
H (-3.94, 1.30, -0.49)  0.1925
H (-4.24, 1.41, -2.24)  0.2192
H (-3.46, 3.82, -0.48)  0.2291
H (-3.68, 3.85, -2.22)  0.2540
H (-1.21, 4.78, -0.77)  0.2281
H (-1.50, 4.82, -2.50)  0.2509
H (0.88, 3.36, -1.20)  0.2025
H (0.97, 4.95, -1.93)  0.2513
H (0.61, 3.56, -2.94)  0.2187
H (-1.09, 0.37, -3.76)  0.4518
O (-1.96, 1.57, 4.11)  -0.2979
C (-1.36, 1.26, 3.22)  0.6280
F (-1.76, -3.81, 1.07)  -0.2923
C (-2.54, -2.74, 0.97)  0.9144
F (-3.56, -2.86, 1.80)  -0.2733
F (-2.98, -2.63, -0.28)  -0.2881
C (-1.73, -1.48, 1.31)  0.7095
O (-2.34, -0.37, 1.42)  -0.5855
O (-0.48, -1.49, 1.43)  -0.6129



Entry 2:
C43H45F2N5ORhSSb | ωB97M-V with the def2-TZVPD basis set

Summary:
Total energy ... -80621.972 eV
Largest force on an atom ... 2.24 eV/A
HOMO level (spin up / spin down) ... -12.7 / -12.7 eV
Relative energy (zero: lowest compared OMol25 entry of this formula, charge and spin) ... 152.6 kJ/mol
LUMO energy (spin up / spin down) ... -6.074 / -6.072 eV
Net charge ... +2
Orbital gap (spin up / spin down) ... 6.6704 / 6.6714 eV

Each line ends with the Löwdin charge.
Positions of all 99 atoms, in Å:
Rh (0.01, 0.07, -0.09)  0.7605
F (-1.53, -0.41, 5.00)  0.0892
C (-0.50, -0.33, 4.15)  -0.2683
C (-0.74, -0.56, 2.80)  -0.0582
C (0.30, -0.41, 1.89)  -0.2313
C (1.57, -0.11, 2.35)  -0.1366
C (1.78, 0.06, 3.72)  -0.2037
F (3.00, 0.34, 4.18)  0.0990
C (0.75, -0.02, 4.64)  0.0884
C (2.57, 0.08, 1.31)  -0.1980
C (3.95, 0.02, 1.46)  0.0197
C (4.77, 0.31, 0.38)  -0.0183
C (4.20, 0.62, -0.84)  -0.0263
C (2.83, 0.61, -0.95)  -0.1022
N (2.04, 0.34, 0.09)  -0.0045
H (-1.75, -0.83, 2.51)  0.0895
H (0.93, 0.16, 5.69)  0.1448
H (4.38, -0.23, 2.42)  0.1238
H (5.84, 0.28, 0.50)  0.1265
H (4.81, 0.88, -1.70)  0.1218
H (2.33, 0.83, -1.89)  0.0879
C (1.32, 0.29, -5.59)  -0.0622
C (-0.06, 0.88, -5.31)  -0.2318
N (-0.03, 1.99, -4.34)  -0.1054
C (0.14, 3.36, -4.87)  -0.1809
C (1.57, 3.88, -4.73)  -0.0621
C (-0.10, 1.79, -3.03)  -0.6385
S (-0.26, 0.14, -2.48)  0.7347
N (-0.05, 2.89, -2.26)  0.1215
C (-0.24, 2.94, -0.97)  -0.3959
O (-0.67, 1.99, -0.21)  -0.2014
C (-0.04, 4.26, -0.32)  -0.1470
C (0.05, 5.43, -1.07)  -0.0165
C (0.19, 6.65, -0.43)  -0.0581
C (0.26, 6.71, 0.95)  -0.0574
C (0.17, 5.54, 1.71)  -0.0613
C (0.01, 4.32, 1.08)  -0.0197
H (1.22, -0.57, -6.25)  0.0848
H (1.78, -0.04, -4.66)  0.0506
H (1.97, 1.01, -6.07)  0.0736
H (-0.73, 0.11, -4.94)  0.0693
H (-0.49, 1.28, -6.23)  0.1213
H (-0.55, 4.01, -4.35)  0.1094
H (-0.14, 3.33, -5.92)  0.1194
H (1.86, 3.91, -3.68)  0.0649
H (1.63, 4.89, -5.14)  0.0852
H (2.27, 3.24, -5.27)  0.0683
H (-0.01, 5.37, -2.15)  0.1044
H (0.26, 7.56, -1.02)  0.1122
H (0.38, 7.66, 1.45)  0.1137
H (0.23, 5.59, 2.79)  0.1103
H (-0.06, 3.40, 1.64)  0.1101
N (-5.27, 0.17, -0.70)  0.2106
C (-4.69, 0.63, 0.62)  -0.1073
C (-3.21, 0.98, 0.47)  -0.2224
N (-2.38, -0.12, 0.01)  -0.0370
H (-6.19, -0.26, -0.58)  0.1793
H (-4.64, -0.51, -1.13)  0.1430
H (-5.38, 0.96, -1.34)  0.1804
H (-4.83, -0.17, 1.34)  0.1381
H (-5.24, 1.50, 0.96)  0.1425
H (-2.86, 1.32, 1.44)  0.1342
H (-3.09, 1.81, -0.23)  0.1274
H (-2.40, -0.31, -0.99)  0.0125
H (-2.48, -0.97, 0.55)  0.0557
C (0.04, -7.44, 1.17)  -0.0583
C (0.83, -6.50, 1.80)  -0.0618
C (0.79, -5.17, 1.40)  -0.1272
C (-0.02, -4.80, 0.33)  -0.3579
C (-0.84, -5.74, -0.30)  -0.1191
C (-0.79, -7.07, 0.13)  -0.0621
Sb (-0.07, -2.80, -0.37)  1.5889
C (-1.14, -3.14, -2.19)  -0.4209
C (-0.52, -3.67, -3.32)  -0.1168
C (-1.21, -3.74, -4.53)  -0.0482
C (-2.52, -3.30, -4.62)  -0.0629
C (-3.17, -2.84, -3.48)  -0.0875
C (-2.48, -2.77, -2.27)  -0.1851
C (1.96, -2.72, -1.07)  -0.3632
C (2.30, -2.43, -2.39)  -0.1583
C (3.63, -2.50, -2.80)  -0.0700
C (4.63, -2.83, -1.89)  -0.0705
C (4.30, -3.05, -0.57)  -0.0720
C (2.97, -2.99, -0.15)  -0.1361
H (0.06, -8.47, 1.50)  0.1154
H (1.48, -6.78, 2.62)  0.1149
H (1.40, -4.44, 1.91)  0.0876
H (-1.48, -5.47, -1.12)  0.0897
H (-1.41, -7.81, -0.37)  0.1139
H (0.49, -4.04, -3.25)  0.1028
H (-0.71, -4.15, -5.40)  0.1176
H (-3.05, -3.36, -5.56)  0.1143
H (-4.21, -2.55, -3.54)  0.1003
H (-3.02, -2.48, -1.37)  0.0711
H (1.54, -2.16, -3.11)  0.0590
H (3.88, -2.30, -3.84)  0.1116
H (5.66, -2.91, -2.22)  0.1139
H (5.07, -3.29, 0.15)  0.1158
H (2.74, -3.18, 0.89)  0.0854



Entry 3:
C4H5NO2 | ωB97M-V with the def2-TZVPD basis set

Summary:
Total energy ... -9812.651 eV
Largest force on an atom ... 3.79 eV/A
HOMO level ... -9.7 eV
Relative energy (zero: lowest compared OMol25 entry of this formula, charge and spin) ... 160.5 kJ/mol
LUMO energy ... 0.079 eV
Orbital gap ... 9.8155 eV

Each line ends with the natural charge from an NBO analysis.
Positions of all 12 atoms, in Å:
C (1.30, 0.98, -0.73)  -0.3895
C (0.50, 0.05, -0.17)  0.0458
C (-1.93, -0.14, 0.34)  0.5540
C (1.03, -0.96, 0.83)  0.4026
H (0.94, 1.69, -1.48)  0.2105
H (2.37, 1.01, -0.38)  0.2213
H (-1.08, 0.44, -1.50)  0.3971
H (-2.93, -0.07, -0.26)  0.1113
H (1.98, -0.64, 1.40)  0.1209
N (-0.84, -0.17, -0.58)  -0.6398
O (-1.88, -0.15, 1.55)  -0.5487
O (0.54, -2.04, 0.98)  -0.4855



Entry 4:
C3H6N2O2 | ωB97M-V with the def2-TZVPD basis set

Summary:
Total energy ... -10281.668 eV
Largest force on an atom ... 4.52 eV/A
HOMO level ... -9.7 eV
Relative energy (zero: lowest compared OMol25 entry of this formula, charge and spin) ... 302.0 kJ/mol
LUMO energy ... 0.276 eV
Orbital gap ... 9.9591 eV

Each line ends with the natural charge from an NBO analysis.
Positions of all 13 atoms, in Å:
O (-1.15, -0.53, 2.09)  -0.5233
C (-0.91, -0.86, 0.90)  0.4063
C (0.64, -1.16, 0.27)  -0.2889
N (1.19, -0.09, -0.62)  -0.6621
C (0.17, 0.71, -1.20)  0.7700
N (-0.30, 1.56, -0.23)  -0.8636
O (-0.43, 0.67, -2.28)  -0.5974
H (-1.64, -1.00, 0.11)  0.1321
H (1.30, -1.26, 1.10)  0.2159
H (0.44, -1.97, -0.31)  0.2012
H (1.79, 0.61, -0.05)  0.3715
H (-1.25, 2.01, -0.48)  0.4333
H (0.14, 1.33, 0.69)  0.4048